[1]
The following is a DFT calculation (wB97M-V/def2-TZVPD) of the ion C15H35N3O4PS with charge +1.

Each line ends with the Löwdin charge.
Positions of all 59 atoms, in Å:
1 C 2.17749 -0.04013 3.99914  -0.06
2 C 0.69926 -0.07617 4.35706  -0.25
3 O 0.06441 -1.12146 3.62101  -0.15
4 C -1.23217 -0.89108 3.12850  -0.19
5 C -1.26807 -1.21558 1.62846  -0.05
6 N -1.65308 -0.11262 0.68995  0.00
7 C -2.47794 -0.56015 -0.45857  -0.14
8 C -3.96211 -0.42528 -0.11653  -0.39
9 C -4.77125 -1.18022 -1.17402  -0.05
10 C -4.33940 1.05420 -0.09631  -0.07
11 C -0.75824 0.86177 0.46033  -0.36
12 N -0.40377 1.67117 1.45014  0.27
13 N -0.17820 1.10716 -0.75416  -0.10
14 O -0.04959 -0.09080 -1.47146  -0.17
15 C 1.25812 -0.15304 -2.09723  -0.15
16 C 2.34448 -0.52976 -1.10664  -0.33
17 C 2.00414 -1.82637 -0.35177  -0.03
18 C 3.72435 -0.59135 -1.79550  -0.38
19 C 4.14671 0.78675 -2.34102  -0.06
20 C 3.81708 -1.69006 -2.86868  -0.05
21 P -0.65431 2.50456 -1.77531  0.15
22 O 0.68873 3.33351 -1.85137  -0.15
23 O -1.51033 3.37149 -0.75336  -0.16
24 S -1.41480 1.99431 -3.41130  0.46
25 H 2.40529 0.72572 3.25591  0.06
26 H 2.47120 -1.00673 3.59334  0.08
27 H 2.79195 0.15929 4.87544  0.08
28 H 0.21036 0.87598 4.12251  0.09
29 H 0.56281 -0.26053 5.42458  0.12
30 H -1.55414 0.13542 3.32716  0.11
31 H -1.93937 -1.53907 3.65162  0.13
32 H -0.27988 -1.57199 1.33795  0.12
33 H -1.99082 -2.00285 1.43297  0.13
34 H -2.21232 -1.58410 -0.72081  0.14
35 H -2.26876 0.05855 -1.32979  0.09
36 H -4.13874 -0.86171 0.87099  0.14
37 H -4.85326 -2.24051 -0.93716  0.09
38 H -5.77965 -0.77751 -1.26040  0.08
39 H -4.29853 -1.09449 -2.15486  0.09
40 H -4.16757 1.49087 -1.08720  0.09
41 H -3.75805 1.61170 0.64769  0.07
42 H -5.39007 1.20295 0.14590  0.09
43 H 0.45502 2.19568 1.40666  0.14
44 H -0.97628 1.73855 2.27595  0.12
45 H 1.46121 0.80545 -2.57738  0.10
46 H 1.11836 -0.88603 -2.88749  0.14
47 H 2.41431 0.29606 -0.38702  0.13
48 H 2.81428 -2.55006 -0.42719  0.08
49 H 1.10133 -2.30048 -0.73992  0.08
50 H 1.83759 -1.64384 0.71094  0.06
51 H 4.42694 -0.86661 -1.00613  0.13
52 H 4.11385 0.82267 -3.43007  0.08
53 H 3.49984 1.58856 -1.97477  0.06
54 H 5.16022 1.03951 -2.03371  0.08
55 H 2.87623 -1.85704 -3.39336  0.07
56 H 4.56344 -1.43118 -3.61780  0.08
57 H 4.10835 -2.64856 -2.44075  0.08
58 H 1.30814 3.22445 -1.12052  0.09
59 H -2.34475 2.97104 -0.46464  0.06

Force components x, y, z for each atom (eV/Å):
C 0.02 0.05 0.03
C -0.08 -0.12 0.06
O 0.15 0.19 -0.29
C -0.04 -0.08 0.08
C -0.32 0.25 0.25
N 0.78 -0.22 -0.71
C -0.25 -0.02 0.27
C 0.07 0.09 -0.22
C -0.03 -0.03 0.04
C 0.07 0.05 0.00
C -0.16 0.06 0.37
N 0.12 -0.08 0.08
N -0.35 -0.04 -0.05
O 0.11 0.18 -0.28
C 0.03 0.12 0.10
C 0.06 -0.07 -0.04
C -0.04 0.01 -0.01
C 0.03 0.05 -0.07
C -0.09 0.01 0.01
C 0.01 -0.08 0.10
P 0.06 0.06 0.15
O -0.04 -0.07 -0.10
O 0.24 -0.20 0.38
S -0.08 -0.11 -0.10
H -0.03 -0.05 -0.07
H 0.02 -0.04 0.06
H 0.00 0.03 0.00
H 0.03 0.03 0.10
H -0.03 0.00 0.01
H -0.07 -0.02 -0.01
H 0.01 0.00 0.04
H -0.05 -0.08 0.01
H 0.00 0.00 0.01
H 0.04 -0.02 0.04
H -0.02 -0.02 0.00
H -0.07 0.01 0.00
H 0.05 -0.02 -0.02
H -0.02 -0.04 0.04
H -0.04 0.06 -0.03
H -0.02 0.00 0.02
H -0.01 -0.02 0.02
H -0.02 -0.02 0.03
H -0.08 0.04 -0.03
H 0.07 -0.02 0.00
H 0.00 -0.02 -0.07
H -0.04 -0.12 0.08
H -0.02 -0.02 0.04
H 0.00 -0.01 0.01
H 0.02 -0.04 -0.05
H 0.04 0.01 0.02
H 0.01 0.07 0.05
H -0.05 0.02 0.00
H 0.03 0.02 0.05
H 0.04 -0.04 -0.08
H 0.01 0.09 -0.08
H 0.05 -0.03 0.02
H -0.02 -0.02 0.02
H -0.01 0.08 0.03
H -0.11 0.13 -0.30

Values from the calculation:
2S+1: 1
Charge: +1
HOMO, eV: -12.774
SMILES string: CCOCCN(CC(C)C)/C(N)=[N+](\OC[C@@H](C)C(C)C)P(O)(O)=S



[2]
The following is a DFT calculation (wB97M-V/def2-TZVPD) of a cluster of 3 separate species, C16H43BBrN3O4P in total.

Each line ends with the Löwdin charge.
Positions of all 69 atoms, in Å:
1 C 0.58150 -1.18475 -0.55076  -0.19
2 B 1.58184 0.02765 -1.06431  -0.79
3 C 3.17398 -0.25590 -0.78420  -0.27
4 C 3.55506 -0.62460 0.67615  -0.73
5 C 2.82091 0.18128 1.76326  -0.19
6 Br 3.36328 -2.54844 1.10421  0.60
7 P 1.25157 0.21537 -2.98150  0.68
8 N 1.60787 1.68744 -3.56955  -0.42
9 H 0.67559 -1.42961 0.51624  0.00
10 H -0.47613 -0.88914 -0.69235  0.03
11 H 0.70631 -2.10654 -1.15483  0.04
12 H 1.21955 1.03370 -0.49125  0.06
13 H 3.47285 -1.12102 -1.40445  0.07
14 H 3.75079 0.64358 -1.04909  0.09
15 H 4.62220 -0.39628 0.79491  0.07
16 H 1.74350 0.02650 1.78871  0.06
17 H 3.19843 -0.18496 2.73358  0.05
18 H 3.08714 1.24371 1.74267  0.09
19 H -0.12657 -0.05275 -3.21211  -0.03
20 H 1.99043 -0.79598 -3.69737  -0.03
21 H 1.94256 2.19385 -2.75741  -0.11
22 C -3.69145 -5.57278 -5.58195  -0.11
23 O -3.54937 -4.78903 -6.75191  -0.19
24 C -4.67765 -3.98034 -7.06335  -0.22
25 C -4.44160 -2.51071 -6.73853  -0.22
26 N -4.41166 -2.26516 -5.30102  -0.06
27 C -3.84406 -0.97581 -4.89058  -0.19
28 C -2.45335 -0.55865 -5.38147  -0.22
29 O -1.37209 -1.26297 -4.80519  -0.22
30 C -1.16525 -2.56919 -5.30104  -0.09
31 H -2.91563 -6.33848 -5.60497  0.09
32 H -3.54773 -4.98207 -4.67363  0.07
33 H -4.66624 -6.06717 -5.54783  0.08
34 H -5.58713 -4.35900 -6.58735  0.12
35 H -4.81680 -4.06242 -8.14505  0.12
36 H -5.24872 -1.91726 -7.18079  0.12
37 H -3.50550 -2.21925 -7.22647  0.10
38 H -3.89082 -3.00011 -4.84768  0.06
39 H -3.81273 -0.98665 -3.79869  0.12
40 H -4.55598 -0.19237 -5.17506  0.11
41 H -2.30920 0.47824 -5.06801  0.13
42 H -2.37018 -0.55386 -6.47472  0.11
43 H -1.33354 -2.63408 -6.37900  0.09
44 H -1.79479 -3.28535 -4.76785  0.07
45 H -0.12854 -2.84020 -5.09792  0.09
46 C 0.96125 5.57309 7.18323  -0.12
47 O 2.22102 4.93916 7.07164  -0.19
48 C 2.45741 3.91853 8.03470  -0.22
49 C 2.34194 2.52248 7.43610  -0.21
50 N 0.96162 2.17645 7.11355  -0.06
51 C 0.79134 1.02470 6.22054  -0.19
52 C 1.52543 0.98144 4.87569  -0.23
53 O 1.03356 1.87181 3.89020  -0.18
54 C 1.40500 3.22301 4.06780  -0.10
55 H 1.00768 6.49690 6.60594  0.09
56 H 0.15678 4.96114 6.76651  0.07
57 H 0.73054 5.82427 8.22215  0.09
58 H 1.81456 4.03746 8.91201  0.12
59 H 3.49068 4.05193 8.36664  0.12
60 H 2.72811 1.79571 8.15814  0.12
61 H 2.99052 2.49537 6.55430  0.10
62 H 0.50698 2.97340 6.69523  0.06
63 H -0.27846 0.95408 6.00940  0.12
64 H 1.05859 0.12366 6.78412  0.11
65 H 1.36244 -0.01660 4.46337  0.12
66 H 2.61141 1.08333 4.97997  0.11
67 H 2.43256 3.32536 4.42446  0.09
68 H 0.70952 3.72589 4.74413  0.07
69 H 1.32686 3.71896 3.09971  0.09

Force components x, y, z for each atom (eV/Å):
C -0.34 -0.03 -0.38
B -0.33 -1.06 0.65
C -0.59 -0.88 0.26
C -0.09 1.60 -0.28
C 0.66 -0.83 0.74
Br 0.12 0.17 -0.15
P 0.51 1.92 0.54
N -0.08 -0.60 -0.25
H 0.10 -0.14 -0.24
H 0.29 -0.02 0.00
H 0.04 0.08 0.43
H -0.03 0.44 -0.30
H 0.32 0.49 -0.02
H 0.13 -0.33 -0.02
H -0.13 -0.57 0.15
H 0.07 0.25 -0.35
H -0.09 0.13 -0.15
H -0.27 -0.10 -0.43
H 0.46 -0.54 -0.18
H -0.69 -0.10 0.08
H 0.07 0.21 0.00
C 0.23 -0.01 -0.16
O -0.26 -0.12 0.22
C 0.14 0.32 -0.35
C 0.02 -0.18 0.31
N 0.14 0.00 -0.12
C -0.10 -0.09 0.04
C 0.03 0.17 0.18
O -0.25 -0.17 -0.30
C 0.17 0.14 0.28
H -0.01 0.04 -0.04
H -0.10 -0.03 0.09
H -0.04 0.03 0.04
H 0.05 0.01 0.17
H -0.04 0.00 0.00
H 0.00 0.01 -0.03
H -0.01 0.00 -0.14
H 0.07 -0.05 -0.01
H 0.01 0.07 -0.01
H 0.07 0.03 -0.06
H 0.01 -0.01 0.03
H -0.04 -0.16 -0.06
H -0.11 -0.04 -0.03
H -0.08 -0.17 -0.17
H 0.01 0.11 0.02
C 0.20 0.08 -0.19
O -0.28 0.04 0.23
C 0.40 -0.25 -0.14
C -0.31 0.15 -0.03
N 0.13 0.03 -0.12
C -0.06 0.08 0.11
C -0.19 -0.16 -0.06
O 0.11 0.00 0.25
C -0.23 -0.09 -0.28
H 0.04 -0.04 0.00
H -0.11 -0.01 0.09
H -0.04 -0.04 0.03
H -0.15 -0.01 -0.08
H 0.00 -0.01 0.03
H 0.03 0.00 0.00
H 0.14 0.01 0.04
H 0.02 0.07 -0.05
H 0.02 -0.07 -0.01
H 0.08 -0.01 -0.06
H -0.02 0.01 -0.02
H 0.03 0.16 0.06
H 0.00 0.01 0.12
H 0.14 0.15 0.14
H 0.02 -0.10 -0.03

Values from the calculation:
2S+1: 1
Charge: -1
HOMO, eV: -3.728



[3]
The following is a DFT calculation (wB97M-V/def2-TZVPD) of a structure of composition C2H3F4OSm.

Each line ends with the Löwdin charge.
Positions of all 11 atoms, in Å:
1 C 0.95449 0.67877 0.20023  -0.72
2 F 1.30662 1.54968 -0.71294  0.26
3 F 1.94365 -0.15170 0.41041  0.27
4 F 0.66900 1.36435 1.33648  0.11
5 F -1.58828 -0.49517 3.43483  -0.46
6 C -0.28164 -0.75665 -1.34882  0.06
7 O -0.23617 0.04250 -0.13176  -0.22
8 Sm -1.84682 0.59516 1.68181  2.32
9 H 0.38562 -1.61550 -1.23124  0.13
10 H -1.31460 -1.09465 -1.45141  0.11
11 H 0.00812 -0.11679 -2.18760  0.13

Force components x, y, z for each atom (eV/Å):
C 1.65 -0.17 -1.58
F -0.33 -0.12 0.10
F -0.71 0.11 0.22
F -0.92 -0.05 0.85
F -0.48 1.98 -3.33
C 0.27 -0.61 -0.95
O -0.82 0.68 1.79
Sm 1.36 -1.93 2.81
H -0.11 0.22 -0.04
H 0.17 0.09 -0.02
H -0.09 -0.20 0.15

Values from the calculation:
2S+1: 6
Expectation value of S²: 8.7654
Charge: +2
HOMO (alpha / beta), eV: -21.553 / -21.566



[4]
The following is a DFT calculation (wB97M-V/def2-TZVPD) of the molecule C6H7NS.

Each line ends with the Löwdin charge.
Positions of all 15 atoms, in Å:
1 C 3.25490 -0.07274 -0.43944  0.08
2 C 2.20366 -0.05439 0.12263  -0.21
3 C 0.86466 0.15266 0.66409  -0.46
4 S 0.07929 1.59154 -0.37303  0.89
5 C -1.63338 1.00227 0.08746  -0.37
6 C -1.67733 -0.59453 -0.06409  -0.24
7 N -0.79629 -0.94853 -1.11086  -0.04
8 C -0.09077 -0.90838 0.17521  -0.33
9 H 4.26473 0.40966 -0.86825  0.11
10 H 0.65682 0.17164 1.85209  0.18
11 H -2.30942 1.39904 -0.56079  0.02
12 H -1.83846 1.26066 1.14897  0.08
13 H -2.40600 -1.40810 0.29561  0.16
14 H -0.41787 -0.06475 -1.45818  0.01
15 H -0.15454 -1.93604 0.52858  0.12

Force components x, y, z for each atom (eV/Å):
C 3.87 2.15 -1.46
C -1.02 0.47 1.02
C -2.23 -0.20 0.26
S -0.41 -0.36 2.05
C 1.13 -2.42 2.60
C 3.07 1.47 1.75
N 1.63 -0.43 -1.11
C -4.06 -3.02 0.33
H -2.90 -2.02 1.13
H 1.17 0.57 -2.73
H -1.88 1.68 -1.72
H 0.01 0.15 -0.81
H 0.84 2.02 -0.54
H -0.60 -0.30 -1.38
H 1.39 0.23 0.59

Values from the calculation:
2S+1: 1
ΔE to the lowest compared entry with this formula, charge and spin, kJ/mol: 520.3
HOMO, eV: -8.962
SMILES string: C#C[C@H]1SC[C@H]2N[C@H]21



The calculation returns the following total energy values, one per record and in order: -1797.0964, -4040.7690, -1209.9999, -685.5717 hartree.